{
  "formula": "C4H10N2S",
  "method": "ωB97M-V/def2-TZVPD",
  "lumo_energy_ev": 0.7206,
  "de_lowest_kcal_mol": 49.7,
  "homo_lumo_gap_ha": 0.31806,
  "homo_ev": -7.93,
  "symbols": ["H", "H", "H", "H", "N", "H", "H", "H", "C", "C", "C", "H", "S", "C", "H", "N", "H"],
  "coordinates": [[-2.67095, 0.87138, 0.57498], [-1.25693, 0.05485, -1.33647], [0.65109, -2.34013, -1.20085], [0.88192, -2.16064, 0.71220], [0.25876, -0.35073, -0.27561], [0.77223, 2.15835, -1.11159], [2.21785, 2.27511, -0.16247], [-2.07952, -0.98060, 0.81638], [-1.83033, 0.03304, 0.58329], [1.22179, 1.81621, -0.09991], [0.20167, -1.91166, -0.23581], [-0.86871, -2.28980, -0.11224], [2.80962, -0.42416, 0.21110], [1.36802, 0.30636, -0.08412], [-1.29295, 0.36036, 1.50058], [-0.95412, 0.37447, -0.47280], [0.57057, 2.20760, 0.69334]],
  "atomic_forces_ev_per_a": [[1.0026, -2.4220, -0.1398], [-1.1413, -0.4509, -2.0529], [-0.4990, 0.6894, 1.5779], [-1.5565, 0.1028, -2.2852], [-1.7447, -2.8863, -0.5909], [0.2989, -0.7052, 1.6429], [-0.3099, -0.2350, 0.7770], [-0.7743, -0.6643, -0.5949], [-1.4163, 4.0960, 2.4932], [0.0001, 0.8713, -2.3704], [1.0882, 0.7718, 0.9371], [1.5537, 0.8033, -0.1657], [0.6009, -0.2084, 0.0122], [0.7845, 1.4003, 0.4402], [-0.1853, -0.2061, -0.2991], [1.9048, -0.8203, 0.8094], [0.3936, -0.1365, -0.1910]]
}